Record 1
Formula: C34H26Cl2HgNOP2
Source: the Open Molecules 2025 dataset
Level of theory: ωB97M-V with the def2-TZVPD basis set

Atoms and positions in Å:
Hg: -3.19039 1.28712 2.29405
Cl: -5.85945 3.91056 -1.63929
C: -5.78862 2.20227 -1.56419
C: -6.73506 1.44928 -2.23121
C: -6.68126 0.06927 -2.20626
Cl: -7.85048 -0.81305 -3.10844
C: -5.68118 -0.62521 -1.46464
C: -5.60482 -2.02432 -1.35982
C: -4.63274 -2.59431 -0.57769
C: -3.76070 -1.75652 0.12561
N: -3.79455 -0.44491 0.01080
C: -4.70373 0.13039 -0.77680
C: -4.68907 1.60785 -0.83609
O: -3.82062 2.27859 -0.27981
H: -7.52473 1.95278 -2.77107
H: -6.32643 -2.63629 -1.88347
H: -4.54954 -3.66873 -0.48867
H: -3.01020 -2.16018 0.79884
C: 1.05370 0.86238 -0.81666
P: -0.40417 0.82428 0.36489
C: 0.06766 2.14275 1.55012
C: -0.59780 3.35974 1.39673
C: -0.32943 4.42026 2.24838
C: 0.58851 4.26563 3.27643
C: 1.25460 3.05938 3.43596
C: 1.00531 2.00499 2.57046
C: -0.19875 -0.75287 1.26808
C: -0.09327 -1.92327 0.51476
C: -0.20656 -3.16825 1.11105
C: -0.43606 -3.26858 2.47649
C: -0.53398 -2.11513 3.23888
C: -0.42546 -0.86757 2.63994
P: 2.80650 0.90148 -0.18562
C: 3.72698 0.94829 -1.78111
C: 5.08995 0.64516 -1.71764
C: 5.89028 0.72311 -2.84320
C: 5.34381 1.11559 -4.05860
C: 3.99600 1.42343 -4.13370
C: 3.19205 1.34603 -3.00233
C: 3.08835 -0.88411 0.18496
C: 3.03489 -1.85707 -0.81269
C: 3.26866 -3.18788 -0.51267
C: 3.55983 -3.56672 0.79147
C: 3.63841 -2.60600 1.78635
C: 3.41376 -1.27022 1.48052
H: 0.90817 1.81048 -1.34161
H: 0.93683 0.05786 -1.54682
H: -1.32991 3.46062 0.60277
H: -0.85189 5.35978 2.12077
H: 0.77827 5.08172 3.96201
H: 1.96580 2.93481 4.24332
H: 1.52482 1.06646 2.69767
H: 0.08042 -1.86100 -0.55321
H: -0.13595 -4.06350 0.50520
H: -0.54673 -4.23929 2.94326
H: -0.71018 -2.18104 4.30539
H: -0.51550 0.02175 3.24888
H: 5.51628 0.33647 -0.76926
H: 6.94453 0.48606 -2.77314
H: 5.96723 1.18317 -4.94087
H: 3.56106 1.73220 -5.07622
H: 2.14333 1.59583 -3.09059
H: 2.82554 -1.56637 -1.83608
H: 3.22802 -3.93203 -1.29894
H: 3.73123 -4.60959 1.02675
H: 3.88377 -2.89443 2.80077
H: 3.50460 -0.51938 2.25689

## Properties
LUMO energy (alpha / beta) in eV: -0.28 / -2.34
Charge: 0
2S+1: 2
Orbital gap (alpha / beta) in eV: 7.279 / 5.263
E in Ha: -3197.7267
<S²>: 0.80
HOMO level (alpha / beta) in eV: -7.556 / -7.599

Record 2
Formula: C22H29FN8
Source: the Open Molecules 2025 dataset
Level of theory: ωB97M-V with the def2-TZVPD basis set

Atoms and positions in Å:
F: -3.16793 -1.88385 4.14275
C: -2.88635 -1.00440 3.15896
C: -3.72545 0.13500 2.98448
C: -3.32725 1.11179 2.11146
C: -2.29093 0.90185 1.26504
C: -1.46877 -0.22468 1.38609
C: -1.78560 -1.18607 2.35403
H: -4.49435 0.41759 3.68827
H: -3.71910 2.11627 2.04911
H: -1.91383 1.71966 0.66891
H: -0.58499 -0.29774 0.76963
H: -1.09807 -2.00040 2.52891
C: 0.97500 -2.34522 1.82462
C: 0.29183 -3.18711 2.76000
N: -0.30563 -3.90667 3.51418
H: 0.88316 -1.29621 2.10612
H: 0.53316 -2.51986 0.84361
H: 2.03134 -2.60811 1.76854
C: -3.88952 2.28088 -1.63077
C: -2.54697 2.38385 -1.09899
N: -1.44295 2.49317 -0.68846
H: -4.59851 2.79985 -0.98569
H: -4.12451 1.21764 -1.58192
H: -3.88296 2.59544 -2.67438
C: 2.62728 1.10636 -4.70461
C: 2.51249 0.95188 -3.24620
N: 2.45720 0.87137 -2.08218
H: 3.16086 2.03955 -4.88496
H: 1.66354 1.24709 -5.19399
H: 3.14394 0.24734 -5.13269
C: 1.19612 -3.50311 -1.17335
C: 2.39986 -3.38345 -0.40463
N: 3.37154 -3.29703 0.26246
H: 0.86829 -4.54264 -1.17797
H: 1.32505 -3.19221 -2.21008
H: 0.47700 -2.87892 -0.64293
C: 4.04304 1.42144 -0.58067
C: 5.00464 0.91183 0.36945
N: 5.82635 0.51523 1.09982
H: 3.99562 2.51040 -0.58225
H: 3.05028 1.01185 -0.39424
H: 4.27347 1.01386 -1.56499
C: 1.39560 1.92566 3.39965
C: 1.22184 2.35209 1.99455
N: 1.05749 2.68310 0.85017
H: 1.20613 2.79253 4.03268
H: 2.43397 1.65831 3.59564
H: 0.67737 1.14472 3.64933
C: 0.32190 1.15546 -0.80550
C: 0.16674 -0.29713 -0.59358
N: 0.04652 -1.37395 -0.46303
H: 1.35271 1.49709 -0.71157
H: -0.33210 1.58100 -0.04438
H: -0.00962 1.31005 -1.83228
C: -2.17432 -1.52038 -1.74294
C: -2.96516 -0.59533 -2.53514
N: -3.58123 0.20820 -3.18505
H: -2.29518 -1.48356 -0.66029
H: -1.14496 -1.22805 -1.95042
H: -2.23512 -2.57327 -2.01832

## Properties
Energy relative to the best compared isomer or geometry (same formula, charge and spin) in kJ/mol: 760.15
LUMO energy in eV: 0.00
Charge: 0
Orbital gap in eV: 9.149
SMILES: Fc1ccccc1.CC#N.CC#N.CC#N.CC#N.CC#N.CC#N.CC#N.CC#N
E in Ha: -1393.1753
HOMO level in eV: -9.154

Record 3
Formula: C8H20N2S2
Source: the Open Molecules 2025 dataset
Level of theory: ωB97M-V with the def2-TZVPD basis set

Atoms and positions in Å:
C: 2.21353 2.43697 -0.53548
C: 2.55989 0.88814 -0.29888
C: 2.20324 0.23601 1.16124
C: 2.82478 -1.14822 1.28136
N: 2.54010 -1.84178 -0.00831
S: 0.96383 -2.51004 -0.22161
S: 0.31545 -1.63350 -1.80813
N: -0.03536 0.02978 -1.35556
C: -1.45272 0.47080 -1.29689
C: -2.07977 -0.26154 -0.15501
C: -3.64971 -0.14269 -0.05657
C: -4.32520 -0.63536 1.26800
H: 1.07952 2.54918 -0.74625
H: 2.44711 2.94834 0.42759
H: 2.74243 3.03879 -1.29193
H: 3.55187 0.83447 -0.47378
H: 2.12511 0.26658 -1.16039
H: 2.59699 0.88813 2.00730
H: 1.12276 -0.10076 1.45445
H: 3.92477 -1.09272 1.45005
H: 2.51857 -1.74177 2.23504
H: 3.43993 -2.30609 -0.38945
H: 0.45499 0.39040 -2.21880
H: -2.22056 0.17248 -2.18830
H: -1.34624 1.55487 -1.13269
H: -1.71040 -1.28611 -0.40854
H: -1.58780 0.11739 0.80748
H: -4.14631 -0.57053 -0.90941
H: -3.75709 0.90874 -0.02767
H: -3.73032 -0.16345 2.06038
H: -5.39943 -0.48654 1.24366
H: -4.18394 -1.80997 1.28710

## Properties
Energy relative to the best compared isomer or geometry (same formula, charge and spin) in kJ/mol: 255.20
LUMO energy in eV: 0.75
Charge: 0
Orbital gap in eV: 9.402
SMILES: CCCCNSSNCCCC
E in Ha: -1222.5765
HOMO level in eV: -8.647

Record 4
Formula: C16H21BClF2NSi
Source: the Open Molecules 2025 dataset
Level of theory: ωB97M-V with the def2-TZVPD basis set

Atoms and positions in Å:
C: -1.47584 -0.29811 0.27103
Si: 0.15520 -0.74740 -0.55556
C: 0.49509 0.56868 -1.86593
C: 1.55089 -0.91626 0.72707
C: 2.43927 0.31763 0.95010
C: 3.70467 0.29354 0.14300
F: 4.44156 1.41831 0.47367
F: 3.43033 0.40260 -1.18476
B: 4.68419 -0.95071 0.40344
Cl: 5.99093 -1.18055 -0.71976
C: 0.03613 -2.39478 -1.48157
C: 0.50363 -3.60081 -0.95131
C: 0.40159 -4.80663 -1.64940
C: -0.18030 -4.80906 -2.91326
C: -0.66197 -3.62473 -3.46070
C: -0.55340 -2.42706 -2.75333
H: -1.88909 0.58038 -0.21436
H: -1.35106 -0.05449 1.32335
H: -2.21278 -1.09365 0.21053
H: -0.40715 0.65970 -2.46670
H: 0.76504 1.52725 -1.43971
H: 1.28798 0.20522 -2.51159
H: 2.13318 -1.80723 0.49548
H: 1.05649 -1.12960 1.67438
H: 1.89663 1.22535 0.68928
H: 2.74579 0.40955 1.98744
H: 4.63307 -1.66918 1.34160
H: 0.94737 -3.61314 0.03493
H: 0.76902 -5.71640 -1.20542
H: -0.26151 -5.73872 -3.45587
H: -1.12410 -3.62291 -4.43513
H: -0.93391 -1.51768 -3.19316
C: -3.04933 5.16602 2.60281
C: -4.03975 4.57527 1.83538
C: -3.93728 3.22053 1.55694
N: -2.93765 2.45230 1.98479
C: -1.99404 3.03628 2.72017
C: -2.00191 4.38128 3.05699
H: -3.09260 6.22063 2.84270
H: -4.87465 5.14997 1.45888
H: -4.69236 2.71999 0.96043
H: -1.19004 2.38829 3.05430
H: -1.20734 4.80034 3.65886

## Properties
Energy relative to the best compared isomer or geometry (same formula, charge and spin) in kJ/mol: 0.00
LUMO energy in eV: -0.05
Charge: 0
Orbital gap in eV: 9.143
SMILES: C[Si](C)(CCC(F)(F)BCl)c1ccccc1.c1ccncc1
E in Ha: -1651.3552
HOMO level in eV: -9.197

Record 5
Formula: C3H3N5
Source: the Open Molecules 2025 dataset
Level of theory: ωB97M-V with the def2-TZVPD basis set

Atoms and positions in Å:
H: 2.40947 -0.89399 0.75878
N: 2.15187 -0.02618 0.62160
C: 1.07813 0.08102 0.04819
N: 0.53300 1.29159 -0.47617
C: -0.75611 1.43234 -0.21107
C: -1.44009 0.35321 0.54427
N: -1.51355 -0.84700 0.41210
N: -0.67905 -1.29843 -0.55248
N: 0.57341 -1.03315 -0.54837
H: -1.21186 2.40476 -0.76913
H: -1.94887 0.68201 1.52516

## Properties
Energy relative to the best compared isomer or geometry (same formula, charge and spin) in kJ/mol: 424.51
LUMO energy in eV: -0.97
Charge: 0
Orbital gap in eV: 8.825
SMILES: [H]/N=c1/nccnnn1
E in Ha: -389.7070
HOMO level in eV: -9.793

Number 4 is which compound? C16H21BClF2NSi